(1)
Molecular formula: C38H44N2O4
Method: DFT, ωB97M-V/def2-TZVPD

XYZ file:
```
88
Properties=species:S:1:pos:R:3:forces:R:3
C 2.308400 -4.194848 5.690414 0.058 -0.044 0.103
C 1.043199 -3.966985 4.882999 -0.251 -0.018 -0.134
C 1.240974 -2.938552 3.771023 0.314 0.084 0.061
C -0.019337 -2.703875 2.935872 0.037 0.142 0.323
C -0.508835 -3.918455 2.219545 0.080 0.702 0.412
C -1.906980 -4.242457 2.295864 2.259 -1.579 -1.525
O -2.397888 -5.203741 1.709709 -0.788 0.400 0.479
O -2.685551 -3.382105 3.035481 -0.446 0.528 0.038
C -4.056370 -3.677645 2.850463 -0.618 -0.502 -0.324
C -4.933799 -2.484610 3.164352 0.381 0.192 0.318
C 0.400146 -4.645452 1.377242 -3.039 -0.774 0.533
O 0.069458 -5.655710 0.761883 0.998 0.127 -0.227
O 1.669290 -4.129202 1.271368 0.370 0.352 -0.486
C 2.406459 -4.828400 0.290804 0.078 -0.661 -0.667
C 3.613367 -4.034140 -0.159844 -0.010 0.307 0.428
H 2.151894 -4.912468 6.497420 0.004 -0.031 0.005
H 3.111831 -4.575243 5.057862 0.026 -0.036 -0.049
H 2.665845 -3.267511 6.141224 0.008 0.085 0.037
H 0.696648 -4.914594 4.449067 0.115 0.199 -0.017
H 0.227076 -3.641823 5.540117 0.062 0.045 0.015
H 1.595151 -1.993451 4.201536 -0.114 0.107 0.193
H 2.051143 -3.271337 3.112844 -0.188 0.056 0.283
H -0.818513 -2.330424 3.586665 0.184 -0.032 -0.036
H 0.160196 -1.910659 2.200674 0.353 0.505 -0.084
H -4.191167 -3.994020 1.804670 -0.133 0.037 0.383
H -4.305098 -4.547434 3.475250 -0.164 0.197 -0.134
H -5.990958 -2.704535 3.002962 0.088 -0.134 -0.026
H -4.806026 -2.172310 4.201760 -0.049 0.048 0.048
H -4.664010 -1.634299 2.534758 0.001 0.028 -0.058
H 2.690106 -5.804790 0.710480 0.070 0.157 -0.255
H 1.729851 -5.029569 -0.554202 0.376 -0.069 0.184
H 4.186173 -4.557208 -0.928276 -0.135 -0.098 0.057
H 3.304485 -3.067786 -0.562895 -0.037 0.027 -0.061
H 4.276417 -3.833460 0.682778 0.099 0.003 0.017
C 6.000998 2.024121 -0.443869 -0.496 0.407 -0.187
N 4.934122 2.784074 0.224641 -0.362 -0.571 0.835
C 5.119677 4.217621 0.335195 -0.332 -0.020 -0.026
C 4.974758 5.028971 -0.791450 -0.044 -0.628 0.255
C 5.165781 6.389269 -0.712169 0.025 0.292 -0.078
C 5.502752 6.974333 0.493905 0.029 0.104 -0.012
C 5.633054 6.188859 1.623500 0.045 0.246 0.065
C 5.443136 4.825073 1.551373 -0.165 -0.705 -0.335
C 3.608104 2.224065 0.156254 0.458 0.665 0.032
C 2.931077 1.799503 1.309342 0.675 0.419 -0.109
C 1.665358 1.291644 1.229313 -0.497 -0.127 -0.090
C 0.984816 1.187114 -0.005039 0.140 -0.038 -0.077
C -0.356082 0.737870 0.020629 0.226 0.120 -0.444
C -1.336100 0.708249 -0.997646 -0.178 0.109 -0.088
C -2.562532 0.063611 -0.716255 0.477 0.047 0.265
C -3.549734 -0.038792 -1.656664 -0.485 -0.049 -0.675
C -3.373076 0.485583 -2.945558 -0.468 0.335 -0.373
N -4.410990 0.410364 -3.945079 -0.554 -0.343 0.661
C -4.254338 -0.603696 -5.000395 0.313 0.361 0.411
C -5.162641 1.601033 -4.283703 0.457 0.236 0.182
C -4.612130 2.565295 -5.129068 0.024 -0.532 0.288
C -5.311631 3.706241 -5.448024 -0.072 0.277 -0.144
C -6.579215 3.909199 -4.936682 -0.070 0.104 -0.019
C -7.136049 2.969112 -4.089616 -0.167 0.206 -0.067
C -6.437676 1.827855 -3.759209 0.610 -0.530 0.027
C -2.178256 1.167879 -3.222640 -0.181 -0.264 -0.067
C -1.204035 1.302916 -2.272586 0.113 0.145 0.082
C 1.709767 1.541153 -1.167618 -0.049 -0.247 -0.038
C 2.970727 2.065401 -1.082807 0.191 0.010 0.142
H 5.768164 0.957911 -0.443726 -0.036 0.116 0.081
H 6.112051 2.362911 -1.472576 0.223 -0.110 -0.305
H 6.946504 2.175166 0.073343 -0.024 0.038 0.082
H 4.700424 4.570869 -1.725515 -0.026 -0.082 -0.289
H 5.048570 7.001168 -1.591002 -0.012 0.086 -0.166
H 5.663471 8.039644 0.550516 -0.005 0.111 0.026
H 5.882834 6.650068 2.565383 0.042 0.008 0.154
H 5.534254 4.215014 2.433307 0.057 -0.177 0.167
H 3.427453 1.865055 2.262182 0.125 0.049 0.140
H 1.160545 0.961776 2.120941 -0.094 -0.080 0.241
H -0.685720 0.360876 0.974964 -0.085 -0.178 0.320
H -2.707414 -0.352287 0.265329 -0.063 -0.208 0.235
H -4.482871 -0.514833 -1.406628 -0.143 -0.122 -0.038
H -5.087100 -0.551038 -5.698711 -0.052 0.114 0.146
H -3.330424 -0.430285 -5.551162 0.172 -0.162 -0.284
H -4.230437 -1.603685 -4.567732 0.040 -0.003 0.021
H -3.625178 2.404850 -5.524708 0.226 -0.011 -0.182
H -4.866724 4.446433 -6.092163 0.069 0.105 -0.142
H -7.129557 4.799835 -5.196650 -0.063 0.101 -0.006
H -8.121586 3.134082 -3.685443 -0.139 -0.022 0.082
H -6.864544 1.100935 -3.089504 -0.065 -0.191 0.111
H -2.046789 1.585853 -4.204760 0.060 0.216 -0.116
H -0.363669 1.936552 -2.481128 0.090 0.059 -0.131
H 1.305451 1.321095 -2.136607 -0.015 0.072 -0.169
H 3.499076 2.377211 -1.967894 0.068 -0.111 -0.227
```
Forces are in eV/Å.

As for the net charge: 0. For the total energy, the calculation gives -1884.70749 a.u.

***

(2)
Molecular formula: C38H44N3O9PPt
Method: DFT, ωB97M-V/def2-TZVPD

XYZ file:
```
96
Properties=species:S:1:pos:R:3:forces:R:3
Pt 0.031189 0.306021 -2.692453 -0.222 -0.629 -2.140
C 3.896378 -0.949064 -4.485289 0.158 0.026 -0.081
O 4.652330 0.105454 -3.878622 -0.190 -0.471 0.110
C 4.040698 1.310106 -3.664781 0.241 0.105 -0.196
C 4.856276 2.408622 -3.755017 -0.071 0.275 0.091
C 4.345383 3.696416 -3.545649 0.118 0.104 0.011
C 3.002020 3.851859 -3.300575 0.013 0.204 0.032
C 2.133264 2.755517 -3.210075 0.211 -0.214 0.052
C 0.722835 3.041822 -3.056896 1.108 1.239 -0.114
N -0.206746 2.200144 -2.981243 -1.156 -1.320 0.364
N -1.515455 2.653130 -3.007539 -0.038 0.751 0.221
C -2.356303 1.663634 -2.930509 0.152 0.038 -0.065
O -2.039742 0.430659 -2.916594 0.084 -0.566 0.605
C -3.809184 1.999218 -2.884299 -0.094 -0.031 -0.148
C -4.269350 3.307317 -2.959371 -0.050 0.249 -0.058
C -5.632301 3.578280 -2.946714 0.138 0.152 0.020
C -6.555787 2.548351 -2.846150 0.100 -0.069 -0.017
C -6.099344 1.241693 -2.764524 0.096 -0.148 0.025
C -4.734832 0.970351 -2.779301 -0.131 -0.215 0.004
C 2.664288 1.432949 -3.315588 -0.248 0.671 -0.037
O 1.989703 0.361731 -3.141234 -0.160 -0.828 0.697
H 4.635970 -1.665128 -4.844762 0.050 0.025 0.000
H 3.317738 -0.578036 -5.335328 -0.011 0.050 0.027
H 3.219140 -1.431701 -3.789636 -0.026 -0.005 0.068
H 5.906012 2.244127 -3.974598 -0.052 0.011 -0.024
H 5.002069 4.557919 -3.584474 -0.022 -0.024 -0.024
H 2.587849 4.847232 -3.157673 0.025 -0.077 -0.040
H 0.406564 4.080816 -3.046015 0.101 0.088 -0.112
H -3.536725 4.101295 -3.033318 -0.054 -0.002 0.000
H -5.980946 4.602348 -3.015926 0.050 0.023 0.024
H -7.617268 2.762551 -2.826610 -0.022 0.002 -0.017
H -6.810862 0.427420 -2.691039 0.033 -0.023 0.035
H -4.352218 -0.041575 -2.709372 -0.075 0.031 0.000
C 3.991534 -1.656980 -0.546027 -0.161 0.013 -0.282
C 2.725122 -1.627671 0.303666 0.085 -0.031 -0.028
C 2.601817 -2.905126 1.134249 -0.209 -0.054 -0.199
C 2.722259 -0.401390 1.211331 -0.170 0.065 -0.071
O 1.584988 -1.432989 -0.574230 0.153 -0.163 0.242
P 0.805227 -2.532009 -1.430749 -0.373 0.062 0.058
O 1.605999 -3.744989 -1.714126 0.159 -0.067 -0.067
O 0.179422 -1.822308 -2.633230 0.403 0.562 0.550
O -0.398423 -2.887513 -0.383734 -0.344 -0.033 -0.208
C -1.680081 -3.407275 -0.825158 -0.061 -0.168 -0.205
C -1.487312 -4.535809 -1.846750 0.297 0.174 0.075
C -2.349157 -3.965586 0.422173 0.204 0.015 0.191
C -2.555738 -2.302079 -1.411174 0.260 0.133 -0.015
H 4.869359 -1.862830 0.074886 -0.066 0.021 -0.008
H 4.123868 -0.694995 -1.047791 0.015 -0.042 0.000
H 3.895896 -2.432308 -1.311350 0.047 0.010 0.098
H 3.407031 -2.943128 1.875096 -0.062 0.046 -0.034
H 2.650105 -3.783342 0.486440 0.031 0.055 0.060
H 1.639360 -2.917649 1.653190 0.106 0.016 0.014
H 3.699650 -0.271991 1.693207 -0.139 -0.064 -0.038
H 1.955033 -0.512837 1.983308 0.113 0.093 -0.060
H 2.482667 0.485656 0.617166 0.060 -0.040 0.078
H -0.861812 -5.324436 -1.419084 -0.063 0.019 -0.052
H -0.974403 -4.145624 -2.729560 -0.114 -0.101 0.016
H -2.456610 -4.948165 -2.141468 0.023 0.042 0.033
H -1.696545 -4.703220 0.900737 -0.065 0.059 -0.002
H -3.294270 -4.447581 0.156189 0.036 0.046 0.017
H -2.553086 -3.153022 1.124046 0.023 -0.060 0.035
H -2.107569 -1.908135 -2.322114 -0.132 -0.061 0.047
H -2.629300 -1.468128 -0.709847 -0.004 -0.005 -0.018
H -3.555260 -2.696177 -1.632299 0.073 -0.009 0.047
C 2.348930 0.200506 6.466497 -0.147 -0.090 -0.112
C 1.509095 -0.623152 5.514536 -0.061 0.074 0.031
C 1.484483 -2.005741 5.659806 -0.054 0.018 0.032
C 0.725234 -2.784720 4.799750 0.026 -0.038 -0.066
C -0.015160 -2.184732 3.798631 0.023 0.080 0.084
C -0.018216 -0.795555 3.635615 -0.178 0.188 -0.104
N -0.794015 -0.260587 2.584546 0.272 0.205 0.126
C -1.527465 0.937122 2.672232 -0.185 -0.175 0.088
C -2.229379 1.250259 3.840766 -0.012 -0.027 -0.112
C -3.003221 2.403410 3.910930 0.109 -0.026 0.013
C -3.080134 3.260358 2.820904 -0.017 0.026 -0.037
C -2.364854 2.960966 1.664147 -0.087 -0.068 0.080
C -1.595200 1.809147 1.574875 0.247 0.072 0.030
C -0.732201 1.521095 0.347259 -0.042 -0.483 -0.352
O 0.180525 2.340774 0.114688 -0.442 -0.419 0.020
O -1.045610 0.446993 -0.259890 0.305 0.891 0.909
C 0.772884 0.001875 4.494474 0.006 -0.101 -0.065
C 0.904076 1.490813 4.294726 0.093 -0.090 -0.076
H 2.827797 -0.443481 7.205864 -0.012 0.018 -0.019
H 1.731300 0.932723 6.996070 0.094 0.008 -0.039
H 3.129058 0.747768 5.932506 0.002 0.013 0.065
H 2.066202 -2.469610 6.450160 -0.024 0.012 -0.017
H 0.698891 -3.863603 4.916838 0.043 0.065 -0.046
H -0.608303 -2.780594 3.121656 -0.106 -0.049 -0.100
H -0.634243 -0.603272 1.634952 -0.058 0.095 0.127
H -2.170485 0.571801 4.686595 -0.016 0.029 -0.025
H -3.548516 2.631647 4.821398 0.024 -0.031 -0.018
H -3.683947 4.162171 2.877500 0.048 -0.081 -0.028
H -2.393467 3.633611 0.811422 0.066 -0.066 0.068
H 0.714070 1.769085 3.259255 -0.022 0.008 0.007
H 1.915231 1.821390 4.542136 -0.066 -0.026 -0.005
H 0.204197 2.049649 4.923364 -0.010 0.009 -0.050
```
Forces are in eV/Å.

Its energy relative to the best compared isomer or geometry (same formula, charge and spin) is 32.11 kcal per mole. As for the net charge: -2.

***

(3)
Molecular formula: C38H44N7O
Method: DFT, ωB97M-V/def2-TZVPD

XYZ file:
```
90
Properties=species:S:1:pos:R:3:forces:R:3
C 3.449290 -1.832764 1.480237 0.094 -0.084 -0.074
C 3.790421 -2.853230 1.995715 -0.199 -0.392 0.177
C 4.189446 -4.140836 2.538608 0.575 0.252 -0.221
C 5.414926 -4.722096 1.776900 -0.334 -0.113 -0.088
C 4.974593 -6.117444 1.324251 -0.280 0.145 -0.035
C 3.491018 -5.919121 1.055018 0.297 0.065 -0.067
N 3.088300 -5.186133 2.297598 -0.035 -0.190 0.004
O 1.846343 -4.571623 2.315524 -0.077 0.066 0.097
C 0.754786 -5.469277 1.969187 -0.146 -0.096 0.011
C -0.504492 -4.894518 2.575511 0.089 -0.008 -0.308
H 3.160812 -0.935456 1.001315 -0.121 0.324 -0.077
H 4.383673 -4.083994 3.608418 -0.285 -0.050 0.049
H 6.298688 -4.729136 2.407416 0.061 0.077 -0.103
H 5.564751 -4.104598 0.892708 0.279 0.036 0.145
H 5.100188 -6.852703 2.122315 0.158 -0.123 -0.151
H 5.469912 -6.450373 0.415659 0.168 -0.102 0.158
H 3.325373 -5.232567 0.224778 -0.123 -0.061 -0.008
H 2.933469 -6.843449 0.935787 -0.169 0.116 0.063
H 3.121911 -5.861444 3.069657 -0.073 0.089 0.076
H 0.690796 -5.515489 0.879713 0.018 -0.082 0.039
H 0.955270 -6.473774 2.358148 0.114 0.087 0.103
H -1.285367 -5.650502 2.494572 -0.079 0.108 0.088
H -0.357903 -4.627393 3.620284 -0.028 -0.113 0.021
H -0.832561 -4.013145 2.028085 -0.009 0.016 0.065
N 5.613513 0.619591 4.950201 -0.012 0.017 0.021
C 5.545582 1.856936 5.437803 -0.008 -0.015 -0.015
C 4.730127 2.848418 4.907030 0.031 -0.065 -0.003
C 3.945194 2.534932 3.810602 -0.050 0.094 0.003
C 3.999863 1.250333 3.298342 -0.017 -0.016 -0.069
C 4.846961 0.334925 3.899897 0.063 0.029 0.059
H 6.177147 2.065149 6.293847 -0.006 0.012 0.004
H 4.716738 3.836865 5.344712 0.015 0.001 0.004
H 3.298758 3.274859 3.355731 0.003 0.021 0.028
H 3.392603 0.973661 2.447139 -0.032 -0.010 0.022
H 4.921792 -0.677246 3.520106 -0.016 -0.005 -0.012
N -3.501307 -3.070059 3.028290 0.076 -0.050 -0.089
C -2.610843 -2.092707 3.174663 0.063 0.028 0.067
C -2.736573 -0.834285 2.605932 -0.013 0.029 0.018
C -3.859440 -0.571773 1.837071 0.029 -0.031 0.009
C -4.797601 -1.578069 1.667608 0.013 -0.029 0.054
C -4.572345 -2.801983 2.280367 -0.039 0.001 0.027
H -1.743912 -2.324378 3.786518 -0.010 0.022 0.020
H -1.968328 -0.088867 2.766807 -0.001 0.006 -0.027
H -4.002784 0.392876 1.369678 0.002 -0.016 -0.031
H -5.677238 -1.412768 1.062466 0.020 -0.003 -0.022
H -5.286608 -3.610701 2.170211 -0.013 0.012 -0.005
N -5.021439 -0.062955 -1.205735 -0.045 0.038 -0.005
C -4.681746 -0.910466 -2.173706 0.022 -0.002 0.007
C -4.254234 -0.506077 -3.430273 0.004 0.019 0.032
C -4.174652 0.852726 -3.691872 -0.008 -0.042 -0.059
C -4.529620 1.747528 -2.697629 -0.015 0.061 -0.046
C -4.945902 1.239251 -1.477804 0.015 -0.016 0.024
H -4.754140 -1.965455 -1.928187 -0.001 -0.003 -0.016
H -3.988279 -1.239939 -4.179747 -0.020 -0.008 -0.003
H -3.836525 1.214976 -4.653742 0.008 -0.021 -0.009
H -4.474177 2.814656 -2.867693 0.039 0.035 0.067
H -5.228541 1.910441 -0.673107 -0.016 0.011 -0.015
N -0.937990 1.507926 -3.891440 0.071 0.046 0.077
C -0.353097 2.352085 -4.738288 -0.027 0.032 0.009
C 0.453744 1.945126 -5.791172 -0.002 -0.013 -0.008
C 0.667254 0.588534 -5.972482 -0.005 0.001 0.005
C 0.065203 -0.301405 -5.096180 -0.003 0.005 -0.016
C -0.726128 0.207009 -4.077240 -0.003 -0.006 0.004
H -0.545964 3.406429 -4.566552 0.006 0.003 -0.011
H 0.898704 2.676760 -6.451346 -0.001 0.006 0.002
H 1.288023 0.231091 -6.783704 0.001 -0.001 -0.002
H 0.198782 -1.369486 -5.202474 -0.004 -0.003 0.002
H -1.225405 -0.457727 -3.379553 0.007 -0.007 -0.003
N -3.397728 5.121712 -3.320689 -0.045 -0.048 -0.050
C -2.349775 5.628558 -2.676948 -0.002 -0.039 0.030
C -1.609726 6.705107 -3.140747 0.013 -0.003 -0.021
C -1.976293 7.286945 -4.344595 -0.004 -0.008 0.002
C -3.064567 6.768655 -5.027351 0.013 0.004 0.005
C -3.740341 5.690350 -4.474274 -0.002 0.001 -0.004
H -2.096893 5.143092 -1.740538 0.004 0.022 0.008
H -0.769199 7.077843 -2.571001 -0.001 0.000 0.005
H -1.425727 8.129977 -4.741069 0.000 0.003 -0.001
H -3.389319 7.190356 -5.968445 -0.007 -0.002 -0.002
H -4.599568 5.262745 -4.979394 0.002 0.010 -0.011
N 0.222940 1.402617 1.733428 0.014 -0.068 -0.043
C 0.248015 2.600372 2.316930 0.048 -0.055 0.065
C 0.018249 3.788458 1.640522 -0.012 -0.029 -0.024
C -0.254418 3.728387 0.282877 0.038 0.012 -0.015
C -0.290847 2.491910 -0.341426 -0.032 -0.019 -0.045
C -0.049538 1.363449 0.429306 0.002 0.035 0.018
H 0.464564 2.599837 3.380090 -0.006 0.046 0.002
H 0.050020 4.732183 2.167551 -0.002 -0.001 0.008
H -0.431442 4.633598 -0.283007 0.004 0.014 0.017
H -0.509060 2.393918 -1.398202 -0.030 -0.017 0.006
H -0.081320 0.376777 -0.021582 -0.012 0.005 -0.016
```
Forces are in eV/Å.

As for the net charge: +1. For the total energy, the calculation gives -1932.53822 a.u.